Run A
Below is a gas-phase ion, C6H14N3 (charge +1), with properties calculated with wB97M-V/def2-TZVPD.

Last columns: bonded neighbours and bond lengths (Å).
Atoms and positions in Å:
1 C 1.72 0.51 1.20  N9 1.268, H10 1.153, H11 1.188
2 C -0.51 -0.56 -1.76  C3 1.555, C4 1.572, H12 1.043, H13 1.111
3 C -0.91 0.92 -1.51  C2 1.555, N7 1.453, H14 1.228, H15 1.079
4 C -0.71 -1.48 -0.50  C2 1.572, N8 1.490, H16 1.084, H17 1.065
5 C -0.52 2.48 0.43  N7 1.400, H18 1.124, H19 1.160, H20 1.109
6 C 0.32 -2.23 1.59  N8 1.503, H21 1.059, H22 1.054, H23 1.012
7 N -0.82 1.22 -0.09  C3 1.453, C5 1.400
8 N 0.32 -1.16 0.53  C4 1.490, C6 1.503, N9 1.278
9 N 0.67 0.06 0.65  C1 1.268, N8 1.278
10 H 2.56 -0.10 1.69  C1 1.153
11 H 1.90 1.66 1.45  C1 1.188
12 H -1.23 -0.82 -2.46  C2 1.043
13 H 0.46 -0.54 -2.30  C2 1.111
14 H -0.34 1.72 -2.25  C3 1.228
15 H -1.95 1.13 -1.67  C3 1.079
16 H -1.69 -1.20 -0.13  C4 1.084
17 H -0.65 -2.49 -0.82  C4 1.065
18 H 0.60 2.55 0.45  C5 1.124
19 H -0.86 3.32 -0.29  C5 1.160
20 H -1.00 2.73 1.40  C5 1.109
21 H 1.21 -2.02 2.12  C6 1.059
22 H -0.46 -2.00 2.26  C6 1.054
23 H 0.19 -3.11 1.11  C6 1.012

Computed properties:
Molecular weight = 128.20 g/mol
Charge = +1

Partial charges, Löwdin, in e:
1. C 0.0671
2. C -0.1283
3. C -0.1964
4. C -0.0934
5. C -0.1132
6. C 0.0586
7. N 0.0184
8. N -0.1695
9. N -0.0280
10. H 0.1333
11. H 0.1258
12. H 0.0867
13. H 0.1303
14. H 0.1775
15. H 0.1300
16. H 0.1261
17. H 0.1180
18. H 0.0784
19. H 0.1405
20. H 0.1062
21. H 0.0757
22. H 0.0929
23. H 0.0634

***

Run B
Below is a gas-phase ion, C6H14N3 (charge +1), with properties calculated with wB97M-V/def2-TZVPD.

Last columns: bonded neighbours and bond lengths (Å).
Atoms and positions in Å:
1 C -0.41 -1.47 -1.14  C2 1.640, N7 1.442, H10 1.073, H11 1.195
2 C 0.52 -0.46 -2.04  C1 1.640, N9 1.484, H12 1.055, H13 1.113
3 C 0.24 -0.57 0.94  C4 1.690, C5 1.478, N7 1.358, N8 1.498
4 C 0.23 0.92 0.14  C3 1.690, C6 1.584, N8 1.390, N9 1.547
5 C -0.29 -0.71 2.32  C3 1.478, H14 1.109, H15 1.064, H16 1.068
6 C -0.84 2.04 0.48  C4 1.584, H17 1.183, H18 1.087, H19 1.159
7 N 0.20 -1.67 0.15  C1 1.442, C3 1.358, H20 1.026
8 N 1.36 0.41 0.75  C3 1.498, C4 1.390, H21 0.948
9 N 0.42 0.87 -1.39  C2 1.484, C4 1.547, H22 0.988, H23 1.034
10 H -1.44 -1.16 -1.15  C1 1.073
11 H -0.50 -2.47 -1.78  C1 1.195
12 H 1.47 -0.91 -2.16  C2 1.055
13 H -0.18 -0.46 -2.91  C2 1.113
14 H -1.37 -0.93 2.25  C5 1.109
15 H -0.12 0.17 2.90  C5 1.064
16 H 0.20 -1.53 2.79  C5 1.068
17 H -1.81 1.68 -0.08  C6 1.183
18 H -0.49 2.99 0.08  C6 1.087
19 H -1.09 2.05 1.61  C6 1.159
20 H 0.99 -2.32 0.20  N7 1.026
21 H 1.97 0.84 1.34  N8 0.948
22 H 1.30 1.31 -1.46  N9 0.988
23 H -0.34 1.39 -1.86  N9 1.034

Computed properties:
Molecular weight = 128.20 g/mol
SMILES string = C[C@@]12NCC[NH2+][C@]1(C)N2
Charge = +1

Partial charges, Löwdin, in e:
1. C -0.1437
2. C -0.0681
3. C -0.4067
4. C -0.3184
5. C 0.0015
6. C 0.0130
7. N -0.0019
8. N 0.1349
9. N 0.1031
10. H 0.1065
11. H 0.1682
12. H 0.1135
13. H 0.1338
14. H 0.1104
15. H 0.0733
16. H 0.0884
17. H 0.1221
18. H 0.0685
19. H 0.1150
20. H 0.1616
21. H 0.0896
22. H 0.1562
23. H 0.1791

***

Which is most stable, and by how much? run B, by 300.2 kJ/mol.

***

Run A
Below is a gas-phase ion, C6H14N3 (charge +1), with properties calculated with wB97M-V/def2-TZVPD.

Last columns: bonded neighbours and bond lengths (Å).
Atoms and positions in Å:
1 C -1.52 1.15 -0.46  C2 1.524, C3 1.476, H10 1.163, H11 1.122
2 C -2.20 0.22 0.54  C1 1.524, C4 1.556, H12 1.127, H13 1.151
3 C -0.05 1.11 -0.38  C1 1.476, C5 1.480, H14 1.060, H15 1.144
4 C -1.84 -1.25 0.17  C2 1.556, N7 1.504, H16 1.112, H17 1.001
5 C 0.42 -0.29 -0.32  C3 1.480, N7 1.456, N8 1.550, N9 1.619
6 C 2.65 0.64 0.74  N9 1.459, H18 1.149, H19 1.174, H20 1.068
7 N -0.35 -1.43 0.16  C4 1.504, C5 1.456, H21 1.085
8 N 1.68 -0.65 -1.16  C5 1.550, N9 1.370, H22 1.044
9 N 1.95 -0.51 0.18  C5 1.619, C6 1.459, N8 1.370, H23 1.010
10 H -1.95 0.76 -1.47  C1 1.163
11 H -1.90 2.19 -0.27  C1 1.122
12 H -2.10 0.40 1.65  C2 1.127
13 H -3.33 0.10 0.33  C2 1.151
14 H 0.20 1.57 -1.31  C3 1.060
15 H 0.52 1.71 0.42  C3 1.144
16 H -2.20 -2.09 0.80  C4 1.112
17 H -2.26 -1.48 -0.70  C4 1.001
18 H 2.82 1.31 -0.17  C6 1.149
19 H 2.07 1.24 1.56  C6 1.174
20 H 3.64 0.50 1.12  C6 1.068
21 H -0.28 -2.27 -0.52  N7 1.085
22 H 1.79 -1.60 -1.58  N8 1.044
23 H 2.22 -1.34 0.69  N9 1.010

Computed properties:
Molecular weight = 128.20 g/mol
SMILES string = C[N@@H+]1N[C@]12CCCCN2
Charge = +1

Partial charges, Löwdin, in e:
1. C -0.2000
2. C -0.1754
3. C -0.1344
4. C -0.1929
5. C -0.2402
6. C -0.0175
7. N 0.0412
8. N 0.1168
9. N -0.1062
10. H 0.1639
11. H 0.1417
12. H 0.1340
13. H 0.1425
14. H 0.1234
15. H 0.1394
16. H 0.1368
17. H 0.0642
18. H 0.1341
19. H 0.1389
20. H 0.0832
21. H 0.1663
22. H 0.1572
23. H 0.1829

***

Run B
Below is 2 unconnected molecules or ions with the total composition C6H14N3, with properties calculated with wB97M-V/def2-TZVPD.

Last columns: bonded neighbours and bond lengths (Å).
Atoms and positions in Å:
1 C 0.77 1.34 -0.96  C4 1.297, N7 1.210
2 C -0.11 1.67 1.26  C5 1.488, N7 1.451, H10 1.114, H11 1.119
3 C -0.14 -1.70 3.21  C6 1.500, H13 1.066, H14 1.024, H15 1.148
4 C 1.48 0.92 -1.96  C1 1.297, N8 1.498, H16 1.092
5 C 0.41 0.48 1.99  C2 1.488, C6 1.325, H17 1.028
6 C -0.42 -0.36 2.59  C3 1.500, C5 1.325, H18 1.031
7 N 0.06 1.89 -0.16  C1 1.210, C2 1.451
8 N 0.88 -0.09 -2.90  C4 1.498, H19 1.012, H20 1.020, H21 1.090
9 N -1.49 -0.59 -2.27  H12 1.012, H22 0.996, H23 1.006
10 H 0.20 2.72 1.48  C2 1.114
11 H -1.21 1.89 1.24  C2 1.119
12 H -1.40 -1.22 -3.05  N9 1.012
13 H -1.07 -2.22 3.23  C3 1.066
14 H 0.28 -1.50 4.13  C3 1.024
15 H 0.57 -2.27 2.52  C3 1.148
16 H 2.57 1.04 -1.97  C4 1.092
17 H 1.40 0.47 2.24  C5 1.028
18 H -1.41 -0.16 2.37  C6 1.031
19 H 1.23 -0.01 -3.85  N8 1.012
20 H 1.35 -0.98 -2.74  N8 1.020
21 H -0.20 -0.12 -2.81  N8 1.090
22 H -1.31 -1.01 -1.38  N9 0.996
23 H -2.42 -0.20 -2.20  N9 1.006

Computed properties:
Molecular weight = 128.20 g/mol
Charge = +1

Partial charges, Löwdin, in e:
1. C -0.1116
2. C -0.1947
3. C -0.0590
4. C -0.0789
5. C -0.0922
6. C -0.1371
7. N 0.1044
8. N 0.1156
9. N 0.0801
10. H 0.1436
11. H 0.1375
12. H 0.0780
13. H 0.0667
14. H 0.0500
15. H 0.1154
16. H 0.1241
17. H 0.0882
18. H 0.0763
19. H 0.1501
20. H 0.1527
21. H 0.0432
22. H 0.0653
23. H 0.0823

***

Which is most stable, and by how much? run B, by 40.6 kJ/mol.

***

Run A
Below is C11H13FO in the gas phase, with properties calculated with wB97M-V/def2-TZVPD.

Last columns: bonded neighbours and bond lengths (Å).
Atoms and positions in Å:
1 C 2.94 3.13 -1.73  C2 1.534, H12 1.086, H13 1.103, H14 1.103
2 C 3.59 1.74 -1.64  C1 1.534, C3 1.543, H15 1.089, H16 1.115
3 C 3.00 0.81 -0.56  C2 1.543, C4 1.514, H17 1.091, H18 1.107
4 C 1.50 0.66 -0.61  C3 1.514, C5 1.531, H19 1.089, H20 1.116
5 C 1.02 -0.40 0.40  C4 1.531, C6 1.471, O25 1.199
6 C -0.43 -0.61 0.48  C5 1.471, C7 1.378, C11 1.414
7 C -0.94 -1.50 1.41  C6 1.378, C8 1.397, H21 1.081
8 C -2.32 -1.70 1.51  C7 1.397, C9 1.365, H22 1.100
9 C -3.15 -1.05 0.65  C8 1.365, C10 1.417, F26 1.345
10 C -2.63 -0.13 -0.29  C9 1.417, C11 1.354, H23 1.123
11 C -1.31 0.16 -0.31  C6 1.414, C10 1.354, H24 1.116
12 H 3.07 3.62 -0.77  C1 1.086
13 H 3.47 3.67 -2.53  C1 1.103
14 H 1.88 3.09 -2.02  C1 1.103
15 H 4.67 1.82 -1.52  C2 1.089
16 H 3.55 1.20 -2.62  C2 1.115
17 H 3.45 -0.18 -0.62  C3 1.091
18 H 3.31 1.25 0.41  C3 1.107
19 H 0.98 1.59 -0.40  C4 1.089
20 H 1.14 0.28 -1.59  C4 1.116
21 H -0.25 -1.90 2.13  C7 1.081
22 H -2.74 -2.39 2.26  C8 1.100
23 H -3.41 0.33 -0.96  C10 1.123
24 H -0.95 0.97 -1.00  C11 1.116
25 O 1.80 -0.99 1.11  C5 1.199
26 F -4.46 -1.34 0.51  C9 1.345

Computed properties:
Molecular weight = 180.22 g/mol
SMILES string = CCCCC(=O)c1ccc(F)cc1

Partial charges, Löwdin, in e:
1. C -0.1136
2. C -0.2740
3. C -0.2157
4. C -0.1488
5. C -0.3697
6. C -0.1618
7. C -0.0004
8. C -0.0013
9. C -0.2714
10. C -0.0123
11. C -0.0325
12. H 0.0713
13. H 0.0731
14. H 0.0686
15. H 0.0970
16. H 0.1093
17. H 0.1131
18. H 0.1253
19. H 0.1119
20. H 0.1438
21. H 0.1238
22. H 0.1284
23. H 0.1375
24. H 0.1254
25. O 0.1075
26. F 0.0655

***

Run B
Below is 2 unconnected molecules or ions with the total composition C11H13FO, with properties calculated with wB97M-V/def2-TZVPD.

Last columns: bonded neighbours and bond lengths (Å).
Atoms and positions in Å:
1 C -5.06 0.48 -0.33  C2 1.372, C3 1.374, H14 1.143
2 C -4.80 -0.77 0.17  C1 1.372, C4 1.357, H15 1.004
3 C -4.04 1.35 -0.62  C1 1.374, C5 1.421, H16 1.127
4 C -3.52 -1.07 0.52  C2 1.357, C6 1.400, H17 0.989
5 C -2.70 1.07 -0.24  C3 1.421, C6 1.370, H18 1.009
6 C -2.46 -0.19 0.25  C4 1.400, C5 1.370, O12 1.377
7 C 2.87 -0.11 1.37  C8 1.528, C9 1.313, H20 1.074
8 C 3.42 -0.01 -0.05  C7 1.528, C9 1.459, C10 1.557, C11 1.528
9 C 2.37 0.79 0.56  C7 1.313, C8 1.459, F13 1.343
10 C 4.80 0.65 -0.34  C8 1.557, H21 0.996, H22 1.142, H23 1.050
11 C 3.26 -1.41 -0.64  C8 1.528, H24 1.103, H25 1.004, H26 1.149
12 O -1.20 -0.60 0.60  C6 1.377, H19 0.923
13 F 1.33 1.59 0.25  C9 1.343
14 H -6.16 0.68 -0.55  C1 1.143
15 H -5.58 -1.39 0.33  C2 1.004
16 H -4.38 2.38 -0.94  C3 1.127
17 H -3.36 -1.93 0.96  C4 0.989
18 H -1.97 1.74 -0.42  C5 1.009
19 H -0.68 0.13 0.82  O12 0.923
20 H 2.80 -0.74 2.23  C7 1.074
21 H 5.05 1.23 0.43  C10 0.996
22 H 4.79 1.29 -1.29  C10 1.142
23 H 5.61 0.05 -0.65  C10 1.050
24 H 2.56 -1.97 0.01  C11 1.103
25 H 4.19 -1.79 -0.69  C11 1.004
26 H 2.87 -1.44 -1.72  C11 1.149

Computed properties:
Molecular weight = 180.22 g/mol
SMILES string = CC1(C)C=C1F.Oc1ccccc1

Partial charges, Löwdin, in e:
1. C -0.1247
2. C -0.0881
3. C -0.0790
4. C -0.0063
5. C -0.0067
6. C -0.2878
7. C 0.1037
8. C -0.4026
9. C -0.2049
10. C -0.0266
11. C -0.0380
12. O 0.0609
13. F 0.0776
14. H 0.1265
15. H 0.0715
16. H 0.1189
17. H 0.0727
18. H 0.0755
19. H 0.0483
20. H 0.1088
21. H 0.0238
22. H 0.1066
23. H 0.0500
24. H 0.0872
25. H 0.0232
26. H 0.1093

***

Which is most stable, and by how much? run A, by 447.2 kJ/mol.